Density functional theory data (ωB97M-V with the def2-TZVPD basis set) for a molecular structure, C41H44Cl2N6O6SSr in a non-equilibrium geometry.

ΔE to the lowest compared entry with this formula, charge and spin (kJ/mol): 215.8
Orbital gap (hartree): 0.298

```
101
Properties=species:S:1:pos:R:3:forces:R:3:lowdin_charge:R:1
Sr 0.240464 0.352443 -1.017764 0.2 1.6 3.3 1.53
N 0.025294 -1.384978 1.029528 -0.3 -0.6 0.1 -0.04
C -1.211497 -2.017710 1.542128 0.1 0.3 -0.2 -0.23
C -2.177462 -2.406349 0.405320 0.1 0.2 0.1 -0.19
C -3.491837 -1.620800 0.405957 0.2 0.0 -0.1 -0.20
C -3.337387 -0.104240 0.356934 0.3 0.1 -0.1 -0.25
N -2.461922 0.362449 -0.741833 -0.4 -0.2 0.2 -0.03
H 0.677443 -2.095090 0.699370 -0.1 0.2 0.1 0.06
H 0.465060 -0.843673 1.769964 0.0 0.1 0.0 0.04
H -1.677601 -1.282242 2.200189 0.0 0.0 0.0 0.10
H -0.996952 -2.890652 2.158795 0.1 -0.1 0.1 0.10
H -2.410517 -3.474357 0.440963 0.0 0.0 0.0 0.11
H -1.663871 -2.219548 -0.535275 0.0 -0.1 -0.1 0.06
H -4.066951 -1.859800 1.305136 0.0 0.0 0.0 0.11
H -4.094430 -1.944931 -0.451238 0.0 0.0 0.1 0.11
H -2.900906 0.252504 1.293125 0.0 0.0 0.0 0.10
H -4.337891 0.323773 0.285915 -0.1 0.1 0.0 0.11
H -2.582902 1.364937 -0.850750 0.0 0.0 0.0 0.06
H -2.734156 -0.048112 -1.629976 -0.1 0.0 0.0 0.06
O 2.198383 0.585716 -2.333778 0.5 0.3 -1.2 -0.22
C 2.271613 1.522975 -3.405167 -0.3 0.1 0.2 -0.16
C 0.980363 2.304939 -3.580893 0.0 0.0 0.3 -0.26
C 0.670312 2.911054 -4.790675 0.0 0.0 0.0 -0.01
C -0.481054 3.672545 -4.875398 0.0 0.0 0.0 -0.05
C -1.284196 3.823338 -3.749948 0.0 0.0 -0.1 -0.05
C -0.906633 3.176187 -2.591233 0.2 -0.1 0.1 -0.12
N 0.193529 2.417414 -2.506577 0.1 0.7 -0.6 0.02
H 1.705783 -0.172606 -2.712254 1.1 -0.1 -0.5 0.01
H 2.516641 1.027914 -4.340680 0.1 -0.1 -0.1 0.12
H 3.066068 2.227226 -3.168005 0.1 0.0 0.1 0.14
H 1.320029 2.773337 -5.647584 -0.1 0.0 0.0 0.12
H -0.754144 4.150463 -5.809382 0.0 0.0 0.0 0.11
H -2.184070 4.424436 -3.776284 0.0 0.0 0.0 0.11
H -1.482683 3.268636 -1.671528 0.0 0.0 -0.1 0.11
C 3.999549 1.437509 2.248458 0.0 0.1 0.0 -0.05
C 4.932851 0.433058 2.401585 0.1 -0.1 0.0 -0.06
C 4.781559 -0.743027 1.683069 0.1 0.0 0.1 -0.02
C 3.695587 -0.885659 0.827816 -0.1 -0.1 -0.2 -0.20
N 2.804586 0.096547 0.667651 -0.3 0.0 0.0 0.11
C 2.949321 1.220821 1.371073 -0.1 -0.1 -0.2 -0.10
C 3.485961 -2.164028 0.055367 -0.2 0.1 0.0 -0.20
C 4.241155 -3.299259 0.341315 0.1 -0.1 0.1 -0.02
C 4.038819 -4.455675 -0.389875 0.1 -0.1 0.1 -0.06
C 3.082282 -4.463579 -1.387370 -0.1 0.0 0.0 -0.06
C 2.350040 -3.304492 -1.589111 0.0 0.3 0.1 -0.11
N 2.532523 -2.182600 -0.885711 0.2 0.0 0.0 0.12
H 4.074610 2.368893 2.795143 0.0 0.0 0.0 0.10
H 5.769199 0.553749 3.080552 0.0 0.0 -0.1 0.11
H 5.508899 -1.534585 1.795317 0.0 0.1 0.0 0.10
H 2.184934 1.978523 1.218182 0.1 -0.1 0.0 0.10
H 4.976174 -3.294209 1.134753 -0.1 0.0 -0.1 0.10
H 4.623135 -5.343133 -0.176409 0.0 0.0 0.0 0.11
H 2.895825 -5.346223 -1.987094 0.0 0.1 0.0 0.11
H 1.574705 -3.270091 -2.349173 0.0 0.1 0.1 0.10
C -2.582475 -6.127214 -6.068131 0.0 0.1 0.1 -0.05
C -2.089438 -4.861074 -5.408496 0.0 -0.1 0.0 -0.27
C -1.874978 -3.699784 -6.147847 0.0 0.0 0.0 -0.04
C -1.401684 -2.544474 -5.545477 0.0 0.1 0.1 -0.05
C -1.141751 -2.542379 -4.179653 -0.1 -0.2 0.0 -0.26
C -1.350556 -3.690536 -3.419952 0.0 0.1 -0.1 -0.05
C -1.826906 -4.837878 -4.039554 0.0 0.0 0.0 -0.04
S -0.443194 -1.095629 -3.441741 -0.4 -1.1 -1.0 0.45
O -1.418637 -0.018852 -3.442293 0.0 0.0 0.0 -0.31
O 0.747931 -0.804018 -4.227910 0.1 0.1 0.1 -0.29
O -0.092421 -1.500737 -2.065200 -0.6 -2.5 -1.9 -0.59
H -2.713791 -5.991427 -7.141808 0.0 0.0 0.0 0.07
H -3.539297 -6.440918 -5.644212 0.0 0.0 0.0 0.08
H -1.873752 -6.943840 -5.912505 0.0 0.0 0.0 0.08
H -2.074462 -3.702395 -7.214704 0.0 0.0 0.1 0.11
H -1.224097 -1.645084 -6.128723 0.0 -0.1 0.1 0.12
H -1.132349 -3.678319 -2.357350 0.0 0.0 -0.1 0.10
H -1.991824 -5.734581 -3.448843 0.0 0.1 0.0 0.12
Cl 1.728391 2.541087 5.492366 -0.1 0.1 -0.1 0.73
C 0.321342 1.534083 5.666938 -0.1 0.1 0.0 -0.58
C 0.540103 0.200921 5.958085 0.1 -0.1 0.0 -0.12
C -0.521818 -0.665096 6.157536 0.0 -0.1 0.0 -0.09
C -1.813327 -0.178130 6.063474 0.0 0.0 0.0 -0.12
C -2.017041 1.154272 5.757315 0.0 0.0 -0.1 -0.57
Cl -3.667400 1.718799 5.609761 0.0 -0.1 0.0 0.69
C -0.972998 2.065111 5.534252 0.0 0.2 -0.2 -0.30
N -1.278196 3.399658 5.267303 0.4 0.0 0.0 0.06
C -0.634228 4.282172 4.323103 0.0 -0.3 0.0 -0.23
C -0.010881 5.419934 4.823954 0.1 0.0 0.1 -0.05
C 0.601784 6.328704 3.979674 0.0 0.0 0.0 -0.09
C 0.591938 6.099618 2.608339 0.0 0.0 0.0 -0.08
C -0.057192 4.985140 2.103920 0.0 0.0 0.0 -0.03
C -0.695943 4.065932 2.941562 0.1 -0.1 -0.1 -0.14
C -1.412392 2.890854 2.308116 -0.1 0.1 0.0 -0.05
C -0.440250 1.809198 1.816159 0.2 0.1 -0.1 -0.64
O -0.009121 0.991941 2.639833 0.0 0.2 -0.3 0.01
O -0.140717 1.875658 0.567160 -0.3 1.0 2.0 -0.29
H 1.563179 -0.150587 6.027833 -0.1 0.0 0.0 0.10
H -0.344329 -1.709841 6.389027 0.0 0.1 0.0 0.10
H -2.668330 -0.824978 6.213605 0.0 0.1 0.0 0.10
H -2.262098 3.580489 5.327153 -0.3 0.0 0.1 0.07
H 0.003108 5.564962 5.898355 0.0 0.0 -0.1 0.11
H 1.091474 7.205735 4.387561 0.0 -0.1 0.0 0.10
H 1.079539 6.794891 1.934821 0.0 0.0 0.0 0.10
H -0.078389 4.803228 1.031979 0.0 0.0 0.1 0.11
H -1.951457 3.246418 1.427715 -0.1 0.1 0.1 0.11
H -2.114709 2.449203 3.014883 0.0 0.0 0.0 0.10
```
Forces are in eV/Å.

Density functional theory data (ωB97M-V with the def2-TZVPD basis set) for a molecular structure, C41H44N6OP2RuS in a non-equilibrium geometry.

ΔE to the lowest compared entry with this formula, charge and spin (kJ/mol): 82.1
⟨S²⟩: 8.784
Orbital gap (alpha / beta) (hartree): 0.228 / 0.085
Total charge: +3
Spin multiplicity: 6

```
96
Properties=species:S:1:pos:R:3:forces:R:3:lowdin_charge:R:1
Ru 0.304259 -0.032601 0.150546 -0.7 -0.4 0.1 0.95
N -2.295387 -0.224698 0.295512 0.0 0.1 0.0 0.03
N -2.728679 -1.484313 0.745919 -0.4 -0.1 0.4 -0.05
C -1.889095 -2.385361 1.294206 0.1 0.6 -0.3 -0.83
N -2.390560 -3.540701 1.720284 -0.2 -0.1 0.1 0.14
S -0.232731 -2.115170 1.491050 0.5 0.2 0.2 0.72
H -2.552716 0.510614 0.966609 0.1 -0.4 -0.2 0.09
H -2.753819 -0.009670 -0.594739 0.2 -0.3 0.1 0.11
H -3.730618 -1.642467 0.827249 0.3 0.0 -0.2 0.16
H -3.353627 -3.809956 1.591263 0.0 0.0 -0.1 0.13
H -1.758070 -4.238159 2.084528 0.0 0.0 -0.1 0.12
C 1.067753 1.810414 -3.264152 0.0 -0.1 0.4 -0.29
C 1.868107 2.295694 -2.047103 0.1 -0.2 0.1 -0.30
P 2.363519 0.880098 -0.933789 0.6 1.1 -0.1 1.00
C 2.798805 1.610484 0.679081 -0.1 -0.4 -0.1 -0.43
C 2.694710 0.730666 1.767923 0.2 0.0 -0.3 -0.16
C 3.029993 1.163095 3.039525 0.0 0.0 0.1 -0.07
C 3.470504 2.465007 3.231450 -0.1 0.0 0.0 -0.05
C 3.565614 3.339499 2.158004 0.0 0.1 -0.1 -0.05
C 3.227164 2.921147 0.881414 -0.1 -0.2 -0.1 -0.08
C 3.959063 0.351287 -1.642920 -0.3 -0.4 0.1 -0.34
C 5.158183 0.705867 -1.023670 -0.2 0.0 0.0 -0.07
C 6.361596 0.388713 -1.627120 0.1 0.0 0.0 -0.04
C 6.387607 -0.288916 -2.835556 -0.1 0.0 0.0 -0.04
C 5.197447 -0.652472 -3.447532 0.1 -0.1 0.0 -0.05
C 3.988973 -0.351263 -2.848362 -0.2 0.0 0.1 -0.09
C -0.347834 1.390228 -2.845502 0.3 -0.3 -0.3 -0.37
P -1.249237 -0.007356 -3.726595 -1.7 0.3 0.5 1.06
C -0.451907 -0.659294 -5.217426 0.4 0.0 0.0 -0.39
C 0.182412 0.142951 -6.172072 -0.1 -0.3 0.5 -0.10
C 0.664349 -0.433090 -7.331925 -0.1 -0.3 -0.3 -0.06
C 0.469914 -1.786867 -7.582317 -0.1 0.1 0.1 -0.05
C -0.182834 -2.581658 -6.646800 0.0 0.1 -0.3 -0.06
C -0.660345 -2.024191 -5.481708 0.3 0.5 0.3 -0.10
C -0.930652 -1.400161 -2.572282 0.4 0.4 -0.3 -0.44
C -1.912035 -2.334034 -2.262443 0.1 0.3 0.0 -0.13
C -1.570099 -3.505668 -1.603305 0.1 -0.1 0.0 -0.09
C -0.253282 -3.752425 -1.246356 -0.1 0.0 -0.1 -0.11
C 0.728331 -2.812479 -1.522381 0.2 0.1 -0.1 -0.12
C 0.395183 -1.636024 -2.184833 -0.1 -0.6 0.0 -0.19
H 1.606418 0.992868 -3.748275 -0.1 0.1 -0.1 0.08
H 1.005419 2.628220 -3.986310 0.1 -0.1 0.0 0.12
H 1.268574 3.003662 -1.464689 0.0 0.0 0.0 0.08
H 2.779093 2.805450 -2.373527 0.0 -0.1 0.2 0.11
H 2.417710 -0.322523 1.596172 0.2 0.4 0.1 0.08
H 2.968723 0.483854 3.875395 0.0 -0.1 0.1 0.12
H 3.750086 2.796692 4.218966 0.1 0.0 0.1 0.12
H 3.925176 4.345964 2.310564 0.0 0.1 0.0 0.12
H 3.322392 3.601086 0.046305 0.0 0.1 0.0 0.12
H 5.159106 1.231532 -0.081251 0.0 0.0 0.1 0.10
H 7.285743 0.672133 -1.150059 0.1 0.0 0.1 0.12
H 7.328508 -0.538144 -3.300577 0.1 0.0 0.0 0.12
H 5.208230 -1.181101 -4.388411 0.0 -0.1 -0.1 0.12
H 3.075353 -0.681826 -3.322842 0.0 0.0 -0.1 0.09
H -1.013700 2.258128 -2.908876 0.1 -0.2 0.1 0.08
H -0.348206 1.063809 -1.766168 -0.1 0.3 -0.6 -0.01
H 0.308127 1.203406 -6.012087 0.0 0.1 0.0 0.10
H 1.168243 0.177946 -8.063370 0.0 0.1 -0.1 0.11
H 0.788057 -2.215012 -8.519858 0.2 0.0 0.0 0.11
H -0.343703 -3.630178 -6.837423 0.0 -0.1 -0.1 0.11
H -1.184919 -2.645416 -4.770083 0.0 -0.1 0.0 0.09
H -2.933143 -2.169470 -2.578561 -0.1 0.1 -0.1 0.11
H -2.334009 -4.242241 -1.410703 -0.1 -0.2 0.0 0.11
H 0.016915 -4.683622 -0.777759 0.0 -0.2 0.1 0.12
H 1.761464 -3.002548 -1.271270 0.1 -0.1 0.0 0.12
H 1.187762 -1.005390 -2.569758 -0.1 0.0 0.1 0.05
C -6.630761 0.143322 2.566708 0.1 0.0 -0.1 0.01
C -5.300545 -0.104976 3.174885 -0.5 0.0 -0.2 -0.21
C -4.870505 -1.406920 3.467581 0.7 -0.6 0.5 0.00
C -3.675450 -1.635173 4.108897 -1.0 -0.7 -0.3 0.03
C -2.845558 -0.565979 4.498464 1.4 -0.2 0.8 -0.18
N -1.679929 -0.874582 5.166135 -2.0 -0.6 -0.7 0.23
C -0.792559 -0.099256 5.927339 1.3 1.4 0.5 -0.45
O -0.350862 -0.548725 6.946142 -0.4 -0.3 -0.2 0.20
N -0.438559 1.169117 5.495258 -0.3 -0.2 1.0 0.16
C -0.293499 1.713325 4.239544 0.0 0.4 -1.5 -0.24
C -0.005279 3.077162 4.092881 -0.2 -0.4 0.0 0.04
C 0.061367 3.617948 2.824780 -0.1 -0.2 -0.1 -0.01
C -0.128334 2.792990 1.723912 0.0 0.2 0.0 -0.12
N -0.333588 1.482601 1.849753 0.1 0.0 -0.1 -0.05
C -0.414185 0.957770 3.070230 0.0 0.1 0.7 -0.14
C -3.267007 0.738819 4.199692 -0.7 1.1 -0.3 0.04
C -4.461557 0.952222 3.546735 0.9 0.4 0.5 0.03
H -6.954234 -0.678122 1.930714 0.0 0.0 0.0 0.10
H -6.669356 1.082429 2.018089 0.0 0.0 0.0 0.10
H -7.367493 0.220559 3.371059 -0.1 0.0 0.1 0.13
H -5.524133 -2.234277 3.235778 0.0 -0.2 0.0 0.14
H -3.385592 -2.644538 4.359284 0.0 -0.1 0.0 0.13
H -1.660300 -1.825378 5.530181 0.2 -0.1 -0.1 0.18
H -0.044648 1.713183 6.257397 0.0 -0.2 0.0 0.18
H 0.143971 3.698427 4.961930 0.0 0.1 0.2 0.14
H 0.237667 4.673078 2.685764 0.1 0.1 0.0 0.13
H -0.124014 3.195553 0.717703 0.1 0.0 0.0 0.12
H -0.560017 -0.112352 3.127360 0.1 0.0 -0.1 0.04
H -2.703826 1.590390 4.539239 0.1 0.1 0.0 0.12
H -4.774589 1.967330 3.357348 -0.1 0.1 0.0 0.14
```
Forces are in eV/Å.